Run i
# C8H18NO2PS

A single C8H18NO2PS molecule (wB97M-V/def2-TZVPD, OMol25).

Geometry as XYZ:
```
31
Properties=species:S:1:pos:R:3:lowdin_charge:R:1
C 2.421 -0.876 -1.929 -0.08
C 0.887 -0.950 -2.169 -0.43
C 0.506 -2.238 -2.903 -0.07
C 0.259 -0.914 -0.796 -0.57
N 0.818 0.141 0.079 -0.06
C -0.063 0.203 1.209 -0.43
P 0.687 1.223 2.611 0.66
O 1.604 0.308 3.343 -0.35
O 1.462 2.627 2.333 -0.14
C -1.502 0.620 0.706 -0.68
C -2.503 -0.075 1.611 -0.14
C -1.854 2.082 0.344 -0.08
S -1.531 -0.476 -0.855 0.96
H 3.066 -0.893 -2.804 0.08
H 2.688 -1.719 -1.300 0.08
H 2.761 0.022 -1.419 0.07
H 0.590 -0.074 -2.759 0.13
H -0.424 -2.714 -2.607 0.07
H 1.333 -2.958 -2.577 0.10
H 0.523 -2.076 -3.941 0.06
H 0.268 -1.833 -0.329 0.09
H 1.793 -0.092 0.354 0.12
H -0.110 -0.722 1.741 0.10
H -0.547 1.540 3.154 0.04
H 0.791 3.277 2.332 0.03
H -3.467 0.149 1.423 0.03
H -2.252 0.183 2.686 0.09
H -2.372 -1.223 1.541 0.10
H -2.563 2.213 -0.414 0.05
H -0.960 2.657 0.102 0.08
H -2.310 2.589 1.233 0.09
```

For the LUMO energy, the calculation gives 0.475 eV. Its HOMO energy is -0.31743 Eh. Its HOMO-LUMO gap is 9.11 eV. Its SMILES is CC(C)[C@H]1N[C@@H]([P@@H](=O)O)C(C)(C)S1.

---

Run ii
# C8H18NO2PS

A single C8H18NO2PS molecule (wB97M-V/def2-TZVPD, OMol25).

Geometry as XYZ:
```
31
Properties=species:S:1:pos:R:3:lowdin_charge:R:1
C 0.853 -0.339 0.422 -0.09
C 0.070 -1.503 -0.031 -0.84
C -1.700 0.716 -0.112 -0.89
C 0.512 -2.101 -1.306 -0.13
C 0.111 -2.617 1.072 -0.11
C -2.304 1.209 1.240 -0.09
C -2.697 1.014 -1.222 -0.11
C 2.864 1.696 1.153 -0.13
N -0.550 1.293 -0.454 0.09
O 2.112 1.257 -1.501 -0.14
O 3.440 -0.609 -0.372 -0.31
P 2.361 0.389 -0.172 0.52
S -1.740 -1.198 0.002 0.99
H 0.813 -0.112 1.460 0.09
H 0.010 -1.579 -2.135 0.08
H 0.199 -3.193 -1.487 0.11
H 1.631 -2.095 -1.520 0.10
H -0.285 -3.564 0.548 0.12
H -0.399 -2.385 1.953 0.04
H 1.157 -2.452 1.304 0.08
H -3.427 1.112 1.016 0.10
H -2.184 2.288 1.341 0.07
H -1.810 0.906 2.185 0.08
H -2.269 0.962 -2.195 0.07
H -3.139 1.973 -1.134 0.07
H -3.471 0.257 -1.266 0.06
H 3.679 2.170 0.623 0.03
H 2.208 2.591 1.404 0.07
H 3.068 1.008 1.976 0.04
H -0.397 1.230 -1.416 0.03
H 1.282 1.677 -1.376 0.01
```

For the LUMO energy (alpha / beta), the calculation gives -1.337 / -1.364 eV. Its HOMO energy (alpha / beta) is -0.32430 / -0.32438 Eh. Its HOMO-LUMO gap (alpha / beta) is 7.49 / 7.46 eV.

---

We find run i to be the most stable, with the next structure 2.981 eV higher.